# 1
Computed, not measured: the ion C12H17N2 with charge +1, with ωB97M-V with the def2-TZVPD basis set.

XYZ file:
```
31
Properties=species:S:1:pos:R:3:forces:R:3
C -1.796 -1.721 -1.330 -0.40 -0.24 0.01
C -0.571 -0.947 -1.094 0.14 0.02 0.01
N 0.528 -1.127 -1.672 -0.17 -0.59 -0.48
C 1.456 -0.191 -1.233 -0.03 0.91 0.80
C 2.775 -0.026 -1.610 -0.29 -0.04 0.08
C 3.476 1.017 -1.019 0.01 -0.01 0.00
C 2.876 1.858 -0.093 -0.05 0.01 0.03
C 1.547 1.693 0.289 -0.21 -0.01 0.08
C 0.859 0.657 -0.293 1.07 -0.15 -0.59
N -0.531 0.237 -0.116 0.47 -0.16 -0.39
C -1.417 1.306 -0.607 -0.66 0.67 -0.42
C -0.775 -0.121 1.331 -0.14 -0.51 0.96
C 0.082 -1.323 1.710 0.09 0.19 -0.08
C -2.238 -0.358 1.675 0.07 0.17 -0.13
H -1.932 -2.485 -0.564 -0.04 0.02 0.07
H -1.687 -2.234 -2.283 0.02 0.06 0.02
H -2.686 -1.098 -1.357 -0.08 0.00 0.00
H 3.226 -0.684 -2.333 0.06 -0.09 -0.10
H 4.508 1.179 -1.288 0.10 0.02 -0.02
H 3.447 2.662 0.344 0.06 0.07 0.04
H 1.099 2.359 1.010 -0.05 0.09 0.10
H -2.451 0.971 -0.642 0.08 -0.06 0.08
H -1.342 2.175 0.046 0.05 -0.10 0.05
H -1.104 1.593 -1.612 0.06 -0.08 0.08
H -0.429 0.752 1.896 -0.02 -0.04 -0.23
H -0.250 -2.228 1.207 -0.07 -0.11 -0.03
H 1.131 -1.158 1.474 0.07 -0.03 0.01
H 0.005 -1.489 2.781 -0.04 0.01 0.05
H -2.656 -1.211 1.150 -0.06 -0.08 -0.05
H -2.856 0.516 1.494 -0.10 0.05 0.00
H -2.295 -0.573 2.739 0.03 -0.01 0.04
```
Positions in Å, forces in eV/Å.

## Properties
**Total charge**: +1
**Structure (SMILES)**: CC1=Nc2ccccc2[N@+]1(C)C(C)C
**Highest occupied orbital energy**: -0.4753 hartree
**Strongest force on any atom**: 1.23 eV/A
**Orbital gap**: 9.6 eV
**Electronic energy**: -576.728815 Ha

Here is what Mulliken gives for the atomic charges, in e:
1 C -1.57
2 C 0.92
3 N -0.54
4 C 0.73
5 C -0.86
6 C -0.43
7 C -0.88
8 C -0.90
9 C 0.37
10 N 0.96
11 C -1.09
12 C 0.39
13 C -1.34
14 C -1.34
15 H 0.29
16 H 0.42
17 H 0.35
18 H 0.50
19 H 0.44
20 H 0.43
21 H 0.44
22 H 0.48
23 H 0.40
24 H 0.35
25 H 0.28
26 H 0.31
27 H 0.34
28 H 0.49
29 H 0.27
30 H 0.38
31 H 0.43



# 2
Computed, not measured: the molecule C12H17N3, with ωB97M-V with the def2-TZVPD basis set.

XYZ file:
```
32
Properties=species:S:1:pos:R:3:forces:R:3
C 4.160 -0.334 0.024 -3.46 0.71 -0.30
C 4.147 1.047 0.023 -0.29 -0.18 1.67
N 3.057 1.776 0.272 -0.10 -0.15 -0.48
C 1.876 1.163 0.330 0.91 -1.03 -1.47
C 1.722 -0.257 0.144 2.02 -0.19 1.49
N 0.551 -0.892 0.368 -5.34 0.74 -0.15
N 0.312 -2.294 0.240 0.15 0.28 1.81
C -0.846 -2.419 -0.622 -0.48 -1.53 -1.70
C -1.908 -1.413 -0.136 1.28 -0.43 0.23
C -1.084 -0.170 0.146 2.36 -0.32 -1.07
C -1.575 0.703 1.283 -0.97 -3.24 0.58
C -2.640 1.560 0.662 0.90 -1.44 -1.01
C -2.009 1.952 -0.658 -0.45 -0.31 -2.06
C -1.153 0.741 -1.090 1.27 -0.85 -2.51
C 2.932 -1.027 0.130 0.42 1.86 -0.80
H 5.104 -0.696 -0.150 1.84 -1.78 -0.09
H 5.119 1.486 0.149 0.17 0.82 -0.47
H 1.050 1.832 0.261 -0.76 0.21 0.57
H -0.014 -2.599 1.221 0.81 0.41 -1.82
H -1.226 -3.523 -0.596 0.70 1.98 -0.13
H -0.548 -2.148 -1.705 -0.32 -0.55 1.66
H -2.550 -1.137 -0.953 -0.76 -0.40 0.05
H -2.429 -1.845 0.725 -0.08 0.30 -0.05
H -0.837 1.349 1.611 1.79 0.67 1.42
H -1.983 -0.132 1.959 0.71 2.09 0.23
H -2.889 2.404 1.228 -0.85 0.94 1.03
H -3.398 0.815 0.517 -1.39 0.46 -0.35
H -2.780 2.213 -1.450 0.96 -0.17 0.93
H -1.297 2.752 -0.606 -0.06 0.93 0.50
H -1.674 0.211 -2.011 1.30 0.86 1.79
H -0.048 0.969 -1.429 -2.32 -0.01 0.45
H 2.857 -2.086 0.110 0.02 -0.68 0.04
```
Positions in Å, forces in eV/Å.

## Properties
**Total charge**: 0
**Structure (SMILES)**: c1cncc(N2NCCC23CCCC3)c1
**Highest occupied orbital energy**: -0.2748 hartree
**Strongest force on any atom**: 5.40 eV/A
**Orbital gap**: 8.2 eV
**Electronic energy**: -631.595594 Ha

Here is what Mulliken gives for the atomic charges, in e:
1 C -0.41
2 C -0.42
3 N -0.60
4 C -0.38
5 C 0.71
6 N 0.14
7 N -0.52
8 C -0.61
9 C -1.05
10 C 0.96
11 C -0.98
12 C -0.68
13 C -0.63
14 C -0.89
15 C -0.74
16 H 0.46
17 H 0.36
18 H 0.52
19 H 0.25
20 H 0.37
21 H 0.26
22 H 0.39
23 H 0.42
24 H 0.38
25 H 0.35
26 H 0.46
27 H 0.25
28 H 0.33
29 H 0.29
30 H 0.31
31 H 0.30
32 H 0.43



# 3
Computed, not measured: the molecule C12H17N3, with ωB97M-V with the def2-TZVPD basis set.

XYZ file:
```
32
Properties=species:S:1:pos:R:3:forces:R:3
N 3.787 -0.191 1.952 1.12 -4.00 0.52
C 3.866 -0.818 0.626 2.09 -0.83 1.50
C 2.636 -0.591 -0.099 -2.14 -1.07 -0.92
C 2.813 0.696 -0.875 -4.98 0.76 2.35
N 1.426 0.975 -1.490 0.02 1.98 0.61
C 0.216 1.462 -0.692 0.69 1.03 -1.98
C -0.838 0.413 -0.758 -0.19 -2.29 0.14
C -0.832 -0.876 -1.293 1.80 0.45 0.30
N -1.959 -1.640 -1.040 2.48 -1.50 -0.51
C -2.665 -0.885 -0.219 -2.08 1.88 1.48
C -3.916 -1.201 0.328 0.50 -2.40 0.06
C -4.675 -0.233 0.829 -2.54 0.62 1.39
C -4.196 1.085 0.850 -2.78 1.71 1.01
C -2.976 1.438 0.362 0.95 2.61 1.15
C -2.057 0.428 -0.082 -3.72 -0.09 -0.08
H 4.538 -0.515 2.580 -0.66 0.48 -0.65
H 3.677 0.743 2.018 -0.29 3.72 -0.05
H 4.040 -1.880 0.948 0.23 0.73 -1.17
H 4.617 -0.357 -0.081 0.42 -1.04 1.10
H 1.782 -0.700 0.670 0.86 0.76 -1.57
H 2.445 -1.254 -0.970 0.18 -0.69 1.00
H 3.158 1.414 -0.108 -0.46 0.62 -0.96
H 3.499 0.604 -1.654 1.15 -0.16 -1.19
H 1.045 0.150 -1.915 0.80 -0.34 -0.43
H 0.522 1.721 0.341 -0.42 -0.10 -0.50
H -0.336 2.406 -1.218 1.79 -1.66 1.28
H 0.065 -1.419 -1.409 0.87 -0.56 -1.12
H -1.962 -2.698 -1.133 -0.12 2.26 0.27
H -4.253 -2.241 0.532 0.38 0.59 -0.93
H -5.720 -0.526 1.212 1.82 0.79 -0.38
H -4.950 1.875 1.301 1.88 -1.43 -1.12
H -2.797 2.612 0.485 0.36 -2.85 -0.60
```
Positions in Å, forces in eV/Å.

## Properties
**Total charge**: 0
**Structure (SMILES)**: NCCCNCc1c[nH]c2ccccc12
**Highest occupied orbital energy**: -0.2936 hartree
**Strongest force on any atom**: 5.56 eV/A
**Orbital gap**: 8.8 eV
**Electronic energy**: -631.595673 Ha

Here is what Mulliken gives for the atomic charges, in e:
1 N -0.54
2 C -0.37
3 C -0.23
4 C -0.91
5 N -0.45
6 C -0.30
7 C 0.62
8 C -0.98
9 N -0.05
10 C 0.02
11 C -0.59
12 C -0.36
13 C -0.31
14 C -0.53
15 C 0.50
16 H 0.20
17 H 0.15
18 H 0.35
19 H 0.23
20 H 0.21
21 H 0.25
22 H 0.42
23 H 0.43
24 H 0.30
25 H 0.22
26 H 0.27
27 H 0.23
28 H 0.33
29 H 0.26
30 H 0.25
31 H 0.21
32 H 0.18



# 4
Computed, not measured: a cluster of 2 separate species, C12H17NO in total, with ωB97M-V with the def2-TZVPD basis set.

XYZ file:
```
31
Properties=species:S:1:pos:R:3:forces:R:3
C 1.420 2.439 -0.612 -0.09 -0.32 0.55
C 0.741 1.076 -0.489 0.23 -1.86 -0.64
C -0.710 1.064 -0.115 0.09 0.88 0.32
C -1.318 1.855 0.816 0.16 0.26 -0.63
N -2.697 1.842 0.629 -0.28 -0.65 0.62
C -2.994 0.865 -0.308 0.65 0.23 -0.47
C -4.217 0.383 -0.772 0.11 0.45 -0.08
C -4.201 -0.586 -1.748 -0.18 -0.17 -1.08
C -2.998 -1.074 -2.293 0.90 -0.02 1.23
C -1.794 -0.572 -1.825 0.00 -0.23 -0.05
C -1.770 0.432 -0.852 -0.36 -0.64 0.16
H 0.654 3.202 -0.677 -0.01 0.25 -0.26
H 2.083 2.482 -1.469 0.03 0.08 -0.11
H 2.008 2.653 0.280 0.05 0.07 0.01
H 0.797 0.494 -1.425 -0.13 0.68 -0.28
H 1.320 0.342 0.098 -0.08 0.63 0.58
H -0.867 2.568 1.493 -0.10 -0.16 0.03
H -3.314 1.951 1.414 -0.11 0.32 0.06
H -5.136 0.848 -0.453 -0.21 -0.16 0.17
H -5.125 -0.897 -2.229 -0.04 -0.12 0.42
H -2.882 -1.981 -2.871 -0.70 0.22 -0.48
H -0.883 -1.057 -2.157 0.11 0.24 -0.07
C 3.857 -2.194 2.693 -1.84 -0.48 0.05
C 3.142 -2.122 1.327 1.31 0.20 -0.09
O 4.149 -1.679 0.384 -0.65 0.41 -0.32
H 4.733 -1.558 2.671 0.23 -0.27 0.15
H 3.991 -3.248 2.956 0.85 0.25 -0.14
H 3.164 -1.868 3.480 0.22 0.33 -0.11
H 2.827 -3.116 1.010 -0.36 0.07 0.09
H 2.306 -1.421 1.325 -0.05 -0.10 0.08
H 3.714 -1.122 -0.283 0.28 -0.38 0.28
```
Positions in Å, forces in eV/Å.

## Properties
**Total charge**: 0
**Structure (SMILES)**: CCc1c[nH]c2ccccc12.CCO
**Highest occupied orbital energy**: -0.2953 hartree
**Strongest force on any atom**: 1.98 eV/A
**Orbital gap**: 8.8 eV
**Electronic energy**: -597.420164 Ha

Here is what Mulliken gives for the atomic charges, in e:
1 C -1.35
2 C 0.38
3 C 0.45
4 C -0.66
5 N -0.20
6 C -0.26
7 C -0.79
8 C -0.34
9 C -0.81
10 C -0.19
11 C 0.70
12 H 0.40
13 H 0.38
14 H 0.31
15 H 0.28
16 H -0.33
17 H 0.44
18 H 0.26
19 H 0.37
20 H 0.36
21 H 0.35
22 H 0.30
23 C -1.01
24 C 0.12
25 O -0.53
26 H 0.31
27 H 0.25
28 H 0.30
29 H 0.22
30 H 0.01
31 H 0.29